No. 1
The following is a DFT calculation (ωB97M-V/def2-TZVPD) of a cluster of 9 separate species, C40H107N9O11 in total.

XYZ file:
```
167
Properties=species:S:1:pos:R:3:forces:R:3
O 0.67093 0.32051 0.68840 0.5472 0.1878 0.0145
O -2.32957 4.64861 1.19090 0.2301 -0.4623 0.5826
O -3.93751 1.14959 3.29529 -1.2693 -0.4194 0.4813
O -0.96372 -4.01801 -1.99401 -0.4701 0.5535 0.0253
O 2.44091 4.14264 1.97368 -0.1004 0.1921 -0.6445
O 3.94063 1.18244 -2.64455 0.3603 -0.7927 1.1835
O 1.33753 2.92792 -5.75660 0.6343 -0.8280 -1.3722
O -4.86757 -2.46834 4.76182 -0.0259 0.1267 -0.4559
O 0.25273 -4.14586 2.63762 -0.8493 -0.9836 0.8316
O -3.89207 0.47893 -2.96448 -1.0311 0.4534 0.0772
O 3.82841 0.93890 4.10197 1.1677 -0.0882 0.5791
N -1.68200 1.99696 -1.62698 0.4023 -1.1624 0.0531
N 5.22826 -2.33706 -2.96992 0.2301 -0.5661 0.7416
N -3.50283 -1.81806 2.37502 -0.8935 1.0320 0.1664
N 0.10532 5.14373 3.02559 -0.2814 0.5313 0.2052
N 4.07352 1.19274 -7.42351 0.3934 -1.1295 0.1283
N 0.54811 -7.93673 2.59039 0.6744 0.4193 -0.2046
N -4.00453 -3.79942 0.10108 -0.7050 0.4514 1.0802
N -5.23066 2.58455 -5.68782 0.4794 -0.5230 -0.0777
N 6.34076 -1.65100 2.89426 -0.3762 -0.1479 0.7216
C 2.94970 2.05777 -7.23465 -0.5069 0.8883 0.4024
C 1.06365 4.54887 3.96252 -0.9340 -0.4836 -1.6481
C -0.90440 0.83862 -1.12327 2.1396 1.0976 -0.3976
C -2.17786 5.60887 2.25458 0.1696 0.2836 -0.9091
C 4.20316 2.24324 -1.69048 -0.2335 -1.3406 -0.1645
C -2.48139 -0.76919 2.48863 -0.4102 -0.4805 -0.0216
C -4.91982 1.34917 -3.52381 2.3792 -0.0873 -1.4423
C -2.96881 2.63977 -4.73018 0.1592 0.1761 0.8519
C -3.12945 -5.62647 -1.10459 0.4808 -1.5199 0.0109
C -2.77237 -4.38741 -0.35704 -0.3719 0.8145 -0.6527
C 0.73466 2.99512 -4.53892 -1.3936 0.6498 1.5035
C -0.13901 0.11499 -2.27063 -0.8043 -0.8777 0.6336
C -1.28053 -6.58712 3.44240 0.0213 0.8569 0.4058
C -1.30734 5.16321 3.39945 1.0618 -0.2856 -0.3768
C -0.18983 -6.67607 2.41755 0.5480 0.8990 -0.6932
C -3.06915 0.64901 2.32193 1.1968 -0.3327 -0.4073
C -4.47363 2.43352 2.92652 1.1067 -0.5187 0.7112
C -4.23455 1.83967 -4.88225 -1.5956 -0.3202 0.1142
C -4.26001 -0.03017 -1.68928 -0.4816 0.4038 -0.5873
C 4.34942 -0.14250 -2.12444 1.4007 0.3932 -1.9599
C 2.43199 4.55998 3.32812 0.7694 0.3323 0.0537
C 5.73692 -0.36497 3.20110 0.2748 1.2507 1.1636
C 0.82098 -5.44922 2.45858 -0.1662 0.1326 -0.3621
C 1.10203 -3.02699 2.49977 0.4972 -1.0999 -1.4330
C -2.02814 -3.40501 -1.27996 -0.2436 -0.7482 -0.0512
C 1.96993 1.91066 -8.35673 -1.4876 0.5969 -0.6263
C 3.47023 -1.29201 -4.30838 0.4763 0.4546 0.6931
C -3.41239 4.91845 0.32142 0.0366 -0.1149 0.3670
C 2.29190 1.87695 -5.86558 0.8165 0.9947 -0.6615
C 1.82205 0.79262 1.41891 -0.2644 -0.6094 -1.3347
C 4.70284 -1.05631 -3.37323 -1.8526 0.7705 -0.0488
C 0.09494 1.37249 -0.10490 -0.1153 -0.0325 1.6035
C -3.24144 -3.00979 3.13127 0.3479 -0.6107 1.2482
C 3.74900 4.15791 1.34791 -1.0143 0.3701 1.0220
C 4.33036 -0.37849 3.83520 -0.3033 -0.0033 -1.2619
C 0.20001 -4.09339 -1.23428 0.7019 -0.1982 0.0941
C -5.36630 -2.25756 6.05963 0.7834 0.0811 0.1966
C 5.81577 0.55431 2.02125 -0.2234 0.4241 -1.1048
C -3.49920 -2.88291 4.65088 -0.7122 0.6949 -0.4654
C 2.76186 0.96929 5.03857 -0.6219 -0.1973 -1.1715
H -1.57285 0.13172 -0.63177 0.1690 -0.3566 0.1573
H -1.72316 6.43699 1.71093 -0.0820 0.7052 0.6371
H 3.05046 3.89279 3.92851 0.4450 -0.0865 0.0578
H 2.34215 1.97167 5.12339 0.5061 0.2185 -0.1109
H -2.22050 -6.07698 -1.50328 -0.1199 0.0336 -0.5134
H -3.33705 4.30405 -0.57576 0.1428 -0.2875 0.2267
H -3.44958 5.94121 -0.05365 0.1334 0.3332 0.2898
H 5.22661 2.18662 -1.31974 0.2591 -0.0020 -0.0897
H 5.48620 -0.55932 -3.94546 -0.2664 0.6868 -0.1649
H -3.10642 5.89197 2.75029 -0.5700 0.0140 -0.5790
H 2.06572 -3.12989 2.99858 -0.2483 0.2297 1.1136
H -3.56059 0.64342 1.34901 -0.1000 0.1811 -0.3338
H 0.17886 -4.82406 -0.42571 -0.3808 -0.3255 0.1745
H 3.41080 3.04374 -7.17679 -0.8563 0.7851 -0.2656
H -1.69519 -2.54160 -0.70396 0.2929 0.2126 0.1183
H 2.25372 2.32488 -9.32419 0.7476 -0.3801 -0.0781
H -0.37956 2.03443 0.61953 -0.7322 0.2206 0.1091
H 5.76981 -2.24760 2.31272 -0.3025 0.1350 -0.3861
H 4.19481 5.15148 1.30137 -0.0416 0.3278 0.6052
H 3.74564 -0.81326 3.02453 -0.7417 -0.3261 0.1065
H 5.29661 -2.95233 -3.76797 -0.3090 -0.1149 -0.1707
H 1.00806 -4.40314 -1.89702 0.0579 0.2171 -0.0274
H -4.31486 0.83269 -1.02552 -0.1394 -0.1926 0.5686
H -1.79919 -0.96426 1.66118 0.2970 0.5863 -0.1658
H 2.82568 5.57308 3.41024 0.2365 0.1929 -0.1254
H 3.71587 -0.66766 -1.40965 -0.7861 0.3802 -0.2172
H -3.36031 -3.83913 5.15534 0.1788 -0.1391 0.0776
H 3.85528 -1.82369 -5.17852 -0.3836 0.2048 -0.2860
H 3.55532 2.09114 -0.82720 -0.1327 0.2515 0.0174
H -2.11808 -7.23856 3.19294 0.2755 -0.2838 0.3673
H -2.17147 2.01990 -4.32017 -0.1584 0.0880 0.2704
H -5.11214 2.79747 3.73147 -0.0531 -0.3211 -0.0247
H -2.76296 -3.04934 -2.00221 0.0837 -0.0188 -0.3149
H 5.30497 -0.01318 -1.61620 0.1867 0.2000 0.2808
H 2.98589 0.61421 6.04446 0.2753 -0.2887 -0.1042
H -1.66796 4.18678 3.72292 -0.1238 -0.3374 0.3151
H 1.97456 0.40227 4.54183 -0.4792 -0.4417 0.6279
H -6.34201 -1.77315 6.02155 -0.1525 -0.5685 -0.2737
H 6.34715 0.08297 3.98537 0.4778 -0.0159 0.0250
H 0.07577 3.86237 -4.49606 0.0027 0.2228 -0.3530
H 2.63882 -1.85021 -3.87794 0.4322 -0.5573 0.4877
H 1.95241 0.84930 -5.73603 -0.7190 0.0962 0.0500
H -0.66152 -6.74201 1.43711 0.0925 0.2543 -0.1984
H 2.95295 -0.36395 -4.55174 0.6824 0.1122 -0.3764
H 0.51468 -2.12465 2.66979 0.3177 -0.0994 0.3014
H -2.41263 1.47054 -2.08434 -0.5579 0.6986 -0.8022
H -0.89758 -0.34255 -2.90571 0.0862 -0.0459 -0.3543
H -1.43436 5.87745 4.21298 -0.1553 -0.0047 0.1045
H 1.46585 -3.03434 1.47230 -0.2303 0.4584 -0.6098
H -4.59595 -3.38413 -0.60451 0.1718 -0.3421 -0.5748
H -4.32363 4.68386 0.87161 -0.4058 0.1184 -0.2560
H -3.54279 -6.39853 -0.45560 -0.1475 0.1897 0.3248
H 5.57531 1.59422 2.24230 0.0932 -0.0977 0.2808
H -5.62112 3.36046 -5.17246 0.1174 0.1967 0.1771
H 4.04423 3.22879 -2.12813 -0.2020 -0.2646 -0.2735
H 2.37539 -0.06405 1.80366 -0.5073 -0.0587 0.3171
H 1.30178 -7.75553 3.23789 -0.1429 -0.0670 1.1011
H -0.81496 -6.75869 4.41292 -0.4055 -0.4482 0.2293
H 1.59035 0.89597 -8.47682 0.4838 -0.2466 -0.0258
H 4.34232 3.49759 1.98042 0.5635 -0.1742 -0.6298
H 6.78950 0.50724 1.53368 0.1784 0.0303 0.3206
H 0.42367 -0.70985 -1.83345 -0.1286 -0.2310 0.2304
H 1.59395 1.53516 2.18357 -0.1025 -0.0191 0.0302
H 0.61201 0.60315 -2.89173 -0.3873 0.8482 0.3071
H -4.33277 -1.39160 2.76159 -0.5470 -0.2089 0.0039
H 5.12089 0.27289 1.23003 -0.3399 -0.2622 -0.0629
H -1.88023 -0.92674 3.38410 -0.0135 0.4698 0.4241
H 3.66198 3.91896 0.28799 -0.2551 -0.7195 0.3758
H 4.52168 1.55522 -8.25289 0.4665 -0.3129 -0.1112
H -2.13608 2.41118 -0.82552 -0.0471 0.2896 0.3332
H -1.67775 -5.57393 3.50368 -0.0210 0.1104 -0.2006
H -3.87548 -3.84777 2.84164 -0.0908 0.1289 -0.5364
H -2.13612 -4.62061 0.49672 -0.0726 -0.0487 0.2214
H -3.89908 0.95203 -5.41859 -0.6549 -0.2428 -0.2006
H -4.76437 -1.55881 6.64060 0.4831 0.2054 -0.0508
H -3.54832 -0.77230 -1.32757 0.1019 0.1468 -0.1843
H -5.02071 2.42991 1.98376 0.0204 -0.1932 -0.1281
H -3.88765 -5.47280 -1.87246 0.2431 0.2618 -0.2324
H 6.19062 -2.22702 -2.68385 0.1657 0.0260 0.3368
H 6.39140 -2.13795 3.77767 0.3310 -0.3829 0.1140
H -5.22850 2.21987 -2.94528 0.7691 0.3142 0.7185
H 1.56248 -5.69555 3.21858 0.0038 0.2762 0.6871
H -5.24101 -0.49142 -1.80324 -0.1638 -0.1610 0.4163
H -3.89053 -3.06344 0.78330 0.3067 0.1848 0.2423
H 1.42047 3.15832 -3.70759 0.3827 -0.3957 0.1837
H 1.15384 -8.08206 1.79536 -0.3721 -0.2594 -0.8940
H -6.00722 1.97869 -5.91145 -0.1139 -0.0822 -0.1058
H 2.50070 1.20590 0.67276 0.1598 0.5070 0.1625
H 0.16527 4.69825 2.12112 0.4161 -0.1433 -0.0518
H -3.17305 3.45851 -4.04021 0.3776 0.2877 0.0425
H 4.26577 -1.04474 4.69545 0.1326 0.1214 0.2658
H 0.86059 2.04655 -0.48900 0.3207 -0.3700 -0.8082
H 4.67930 1.38537 -6.63864 0.5704 -0.2468 -0.0038
H -2.87652 -2.11109 5.10327 0.2562 0.0161 0.2049
H 0.42821 -3.14161 -0.75456 0.1831 0.3167 -0.1134
H 3.07330 2.08051 -5.13341 0.1332 -0.3061 0.4493
H -2.56828 3.02915 -5.66616 -0.4820 0.0077 -0.1452
H -2.20795 -3.29546 2.93536 0.1449 -0.2364 0.1712
H 0.79099 3.50709 4.13117 -0.1374 -0.3752 0.4392
H 0.05776 2.16622 -4.33195 0.2648 -0.3985 0.1041
H -2.20960 1.31904 2.30398 0.2951 0.2034 -0.4825
H -3.60234 3.08658 2.87680 -0.1527 0.4669 -0.4077
H 1.42177 -5.40589 1.55013 -0.0558 -0.2894 -0.5184
H -5.88157 0.85025 -3.64308 0.1534 -0.6843 -0.5338
H 1.05745 2.48605 -8.20054 -0.0047 0.1771 0.6030
H 1.10634 5.07497 4.91620 -0.1017 0.0894 -0.0531
H -5.33238 -3.19884 6.60820 -0.5393 -0.1232 0.1925
```
Positions in Å, forces in eV/Å.

Summary:
orbital gap	8.8	eV
LUMO energy	0.485	eV
electronic energy	-2908.33843	Eh
energy above the lowest of the compared OMol25 structures with the same formula, charge and spin	181.8	kJ/mol
SMILES string	COC[C@H](C)N.COC[C@H](C)N.COC[C@H](C)N.COC[C@H](C)N.COC[C@H](C)N.COC[C@H](C)N.COC[C@H](C)N.COCCNCCOC.COCCNCCOC
molar mass	890.35	g/mol

=====

No. 2
The following is a DFT calculation (ωB97M-V/def2-TZVPD) of an isolated molecule of C4H8O2S2.

XYZ file:
```
16
Properties=species:S:1:pos:R:3:forces:R:3
S -1.29382 -0.67082 0.02930 0.3379 -0.4267 0.0393
S -1.62241 0.68484 1.51129 -0.0482 0.2208 -0.3432
O 1.36292 -0.12842 -2.94327 1.8582 -0.2041 1.3221
O -0.54737 1.01208 -2.90108 -0.0427 1.0719 0.4827
C 0.53399 -0.57864 -0.21139 -0.9071 1.4103 0.1501
C 0.87925 0.76312 -0.88640 1.0778 0.0352 -0.3063
C -1.42841 -0.28996 3.00129 0.1302 -0.5015 0.3305
C 0.46170 0.71325 -2.33834 -0.5458 -1.9979 -1.3227
H 0.55226 1.64937 -0.35147 -0.4954 -0.1512 -0.0003
H 1.97232 0.79409 -0.90122 -0.0102 0.2000 0.0012
H 1.43911 -0.44109 -3.84593 -1.2191 0.6915 -0.4038
H 1.02109 -0.59885 0.76004 0.0074 -0.2849 0.0093
H -0.39586 -0.34948 3.33212 0.1200 0.2273 0.0696
H -1.74691 -1.30964 2.81023 -0.2476 -0.0483 -0.0473
H -2.05288 0.13473 3.78794 0.0753 0.0692 -0.0566
H 0.86501 -1.38459 -0.85311 -0.0907 -0.3116 0.0754
```
Positions in Å, forces in eV/Å.

Summary:
orbital gap	9.7	eV
LUMO energy	0.656	eV
electronic energy	-1104.06850	Eh
energy above the lowest of the compared OMol25 structures with the same formula, charge and spin	53.8	kJ/mol
SMILES string	CSSCCC(=O)O
molar mass	152.24	g/mol

=====

No. 3
The following is a DFT calculation (ωB97M-V/def2-TZVPD) of a structure of composition C25H42Br2Cl2F2NO6P.

XYZ file:
```
81
Properties=species:S:1:pos:R:3:forces:R:3
Br -3.64967 -4.26376 -0.12094 0.4669 -0.0397 -0.4257
Br -2.18541 -1.76808 1.22594 0.9252 -0.0484 -0.2631
Cl 2.89475 -5.51136 0.93438 0.4174 -0.0124 -0.6896
Cl 0.35522 -4.18185 1.39602 -0.3459 0.3394 -0.6948
P 0.50609 -2.07374 -0.92871 0.0120 -0.5506 2.2893
F 1.86207 9.09528 1.44985 -0.0591 0.0004 -0.0685
F -6.04549 0.12839 3.63083 -0.0844 -0.0268 0.0564
O -5.78700 -0.23340 0.21827 -0.2723 0.1060 0.2859
O 2.19982 6.92958 0.91791 -0.3294 -0.2684 0.3719
O 2.31614 6.04766 2.97940 -0.0841 0.1425 -0.3335
O -7.65489 0.83938 -0.44422 0.0874 0.0147 0.1238
O 2.77666 4.76085 1.18916 0.1683 0.2695 0.0020
O -7.23314 0.53473 1.75608 0.0655 -0.4523 -0.2869
N 2.14732 -1.88158 -1.60571 -1.3598 0.3945 -1.0509
C 0.08572 0.56034 0.32303 0.5291 0.7920 1.1842
C 1.11690 -3.78186 -0.23566 1.5398 -0.1049 1.7895
C -1.84423 -0.87121 -2.17947 -0.0563 0.0458 -0.1734
C -6.95934 0.42347 0.42005 -0.0756 0.2084 -0.3473
C 3.56324 -1.55914 -3.49309 0.2488 -1.3069 0.2769
C 2.66864 -3.84345 0.13752 -0.9647 -0.8753 0.9041
C 2.07166 7.44725 3.13707 -0.1082 0.0068 0.4909
C 0.55252 2.09343 3.11959 -0.2421 0.8355 0.3905
C 1.52771 7.82589 1.78361 0.3281 0.2893 -0.1746
C 0.75737 -0.81996 0.42602 0.8196 0.0625 -0.8876
C 2.09523 -3.64506 -3.42059 -0.2321 0.3525 -0.4970
C 2.51675 -2.36780 -2.71026 1.2522 0.7778 -0.5756
C 2.46582 5.80725 1.65011 0.3166 -0.2794 -0.0880
C -1.26718 -2.65110 -0.24180 -0.6067 0.6152 0.5312
C 0.30601 -0.32429 -3.33309 1.7495 -0.5884 -0.4322
C -0.38200 -1.39730 -2.42606 -1.2035 1.5113 -1.3349
C -1.92725 -3.64930 -0.77248 -0.4854 -0.7041 -0.4253
C 3.17741 -2.84249 1.17142 0.8468 0.2153 -0.4785
C -1.47899 -4.43724 -1.97243 -1.0420 -0.2699 -0.0069
C 0.44794 2.67943 1.68975 0.4136 -0.6287 0.3291
C -6.37846 -0.37999 2.41817 0.0877 0.4598 0.1822
C -0.73262 2.26773 3.96762 0.2958 -0.1726 -0.0488
C 1.09176 1.71769 0.66918 -1.3983 0.5478 -0.4866
C 1.22848 0.74792 -2.73173 -0.4003 0.8205 0.0449
C -5.18760 -0.44561 1.49922 0.2063 -0.3799 -0.0589
H -0.91717 1.40133 4.60873 -0.0112 0.0298 -0.1161
H -2.12969 -0.14493 -2.94669 0.4316 0.0004 -0.0257
H -6.89764 -1.33048 2.55470 0.0033 0.0280 0.1450
H -0.49312 -4.18452 -2.35278 -0.0267 -0.0962 0.1834
H -1.59961 2.40776 3.31555 -0.0218 -0.0269 0.1900
H 0.64710 1.66192 -2.55090 0.0933 -0.1042 0.1086
H 1.13541 -3.45611 -3.91928 -0.0467 -0.3187 0.2303
H 2.06717 -4.53704 -2.79301 -0.2693 0.2221 0.1476
H 1.36563 7.63290 3.94313 -0.0107 -0.2322 0.0056
H -2.20935 -4.25991 -2.77430 0.1781 -0.0124 -0.0134
H 1.22396 2.31850 -0.23696 0.5280 -0.2858 0.0012
H -4.67600 -1.40455 1.53845 -0.2413 0.0577 -0.2350
H 3.95724 -0.75357 -2.88020 -0.0449 0.0274 -0.1030
H 2.00145 1.04764 -3.44606 -0.0837 -0.1635 -0.0070
H 0.44921 7.69539 1.67674 -0.0015 0.1287 -0.0582
H 1.83378 -0.64919 0.36590 -0.1002 -0.0261 -0.1460
H -1.97867 -0.34525 -1.23597 -0.1138 -0.3491 0.0547
H -0.64745 3.12335 4.64257 -0.1394 0.0581 -0.1956
H 0.85326 1.04191 3.10559 -0.0832 0.0642 -0.1741
H 3.32097 -3.94274 -0.72225 -0.1661 0.3029 -0.0586
H 2.05143 1.34572 1.03120 -0.0159 0.1157 -0.0510
H -2.58579 -1.65774 -2.31562 0.0502 -0.0263 0.5260
H 4.35251 -2.26653 -3.78358 0.1566 0.3811 -0.0008
H 0.95527 3.64287 1.60202 -0.2261 -0.2105 0.2689
H 2.43128 -2.42742 1.84279 -0.1505 -0.1872 -0.1822
H 3.93029 -3.33536 1.78692 -0.0693 0.0484 -0.0307
H 3.70492 -2.03703 0.64809 -0.2924 0.0854 0.0900
H -1.56621 -5.50299 -1.73991 0.3392 0.0491 -0.0995
H -0.61449 2.84176 1.47052 0.1553 -0.0717 -0.3095
H 2.78806 -3.86870 -4.23516 0.0307 0.0921 0.1185
H -0.54434 -2.23800 -3.10915 0.2449 -0.1167 0.2850
H -0.68024 0.63748 1.09921 -0.1398 -0.3016 -0.2692
H 0.95491 -4.64145 -0.88352 -0.3810 0.1782 0.0293
H -0.38716 0.85132 -0.61279 0.0538 -0.5327 -0.0805
H 0.89300 -0.86919 -4.08914 0.0832 -0.0243 0.2930
H -0.39557 0.20741 -3.97689 -0.4432 -0.2575 0.3641
H 1.73249 0.51014 -1.79686 -0.0895 -0.3025 -0.1769
H 0.62630 -1.26363 1.41416 -0.4996 -0.1443 -0.2247
H -4.46561 0.34875 1.69769 -0.1229 0.0590 0.1604
H 3.14133 -1.18557 -4.43152 -0.1077 0.0365 0.1613
H 1.34377 2.65124 3.63291 0.1406 -0.3626 -0.0403
H 3.00942 7.95779 3.36166 -0.0170 0.0891 -0.1891
```
Positions in Å, forces in eV/Å.

Summary:
orbital gap	9.0	eV
LUMO energy	0.377	eV
electronic energy	-8093.36947	Eh
molar mass	752.30	g/mol

=====

Which of these has the lowest molar mass? C4H8O2S2

=====

The lowest LUMO energy belongs to which entry? C25H42Br2Cl2F2NO6P

=====

The highest LUMO energy belongs to which entry? C4H8O2S2

=====

Which value of LUMO energy does entry 1 give? 0.485 eV